14
Properties=species:S:1:pos:R:3:forces:R:3 method="wB97M-V/def2-TZVPD" e_lumo_ev=0.40 total_charge=0 relative_energy_kcal_mol=120.2 homo_lumo_gap_ha=0.296
C -0.445 2.883 -0.838 0.058 -0.188 -0.101
C -0.045 1.672 -0.608 -0.347 0.074 -0.300
C 0.074 0.414 -0.062 0.100 0.218 -0.043
C -0.891 -0.454 0.737 -0.086 0.139 0.170
C -0.023 -1.675 0.345 0.013 -0.213 0.026
C 1.079 -0.725 -0.191 0.204 0.042 -0.162
H -1.053 3.110 -1.712 -0.022 -0.019 0.061
H 0.928 1.676 0.095 -0.014 -0.567 0.448
H -0.875 -0.252 1.811 0.008 0.022 -0.062
H -1.935 -0.448 0.403 0.195 0.116 -0.018
H 0.276 -2.334 1.164 -0.043 0.132 -0.109
H -0.476 -2.286 -0.440 0.048 0.149 0.070
H 1.457 -0.925 -1.196 -0.030 0.064 0.074
H 1.929 -0.656 0.494 -0.085 0.032 -0.053